--- a ---
C3H10N2S | ωB97M-V/def2-TZVPD

The HOMO energy (alpha / beta) is -6.9 / -7.0 eV. For the molecular weight, the calculation gives 106.194 u.

Geometry as XYZ:
```
16
C3H10N2S (ωB97M-V/def2-TZVPD)
C -0.90694 1.31573 0.31988
C -1.25992 -1.00708 0.98150
C 2.08532 -1.01248 -0.18590
N -0.27442 -0.55904 -1.07931
N -0.98107 -0.07268 -0.07815
S 2.97834 0.47907 -0.20541
H -0.91294 1.95039 -0.56510
H -1.77194 1.55742 0.93460
H 0.00163 1.52049 0.89409
H -1.29748 -2.00443 0.55414
H -0.47185 -0.97889 1.74235
H -2.21219 -0.76298 1.44921
H 1.88076 -1.37101 0.80448
H 2.33956 -1.73538 -0.93683
H 0.05535 0.19577 -1.67910
H 3.07779 0.59356 -1.52912
```

=====

--- b ---
C3H10N2S | ωB97M-V/def2-TZVPD

The HOMO energy is -9.1 eV. As for the structure (SMILES): NCNCCS. For the molecular weight, the calculation gives 106.194 u.

Geometry as XYZ:
```
16
C3H10N2S (ωB97M-V/def2-TZVPD)
N 3.14137 0.80804 1.53617
C 2.12277 -0.10983 1.00656
N 1.15776 0.55274 0.11259
C 0.06919 -0.28340 -0.35936
C -1.30054 0.31016 -0.20112
S -2.63227 -0.65440 -0.96230
H 3.06169 0.81701 2.54655
H 3.05352 1.73139 1.14343
H 2.62920 -0.88654 0.42488
H 1.64574 -0.56049 1.88247
H 1.73158 0.68679 -0.71244
H 0.19166 -0.62068 -1.40016
H 0.04454 -1.29945 0.07847
H -1.55886 0.38525 0.85970
H -1.31277 1.35361 -0.52579
H -2.50539 -0.16076 -2.18919
```

=====

Energy relative to the most stable one, in kJ/mol: a 307.2; b 0.0

=====

--- a ---
C3H10N2S | ωB97M-V/def2-TZVPD

The HOMO energy is -9.1 eV. As for the structure (SMILES): NC[C@H](N)CS. For the molecular weight, the calculation gives 106.194 u.

Geometry as XYZ:
```
16
C3H10N2S (ωB97M-V/def2-TZVPD)
N -1.89882 -0.14644 -0.69723
C -1.19061 -0.22450 0.61095
C 0.17490 0.35276 0.56304
N 0.02472 1.66619 -0.10005
C 1.19560 -0.55829 -0.04175
S 2.90129 0.13110 -0.09429
H -2.90839 -0.11434 -0.47804
H -1.84124 -0.98759 -1.31244
H -1.77592 0.38232 1.28885
H -1.25847 -1.25414 0.99357
H 0.37059 0.58531 1.59378
H 1.02126 2.02155 -0.33181
H -0.44246 1.39801 -0.96781
H 0.89354 -0.82323 -1.05308
H 1.25759 -1.48123 0.54317
H 3.47641 -0.94748 -0.51687
```

=====

--- b ---
C3H10N2S | ωB97M-V/def2-TZVPD

The HOMO energy is -9.0 eV. As for the structure (SMILES): NC[C@H](N)CS. For the molecular weight, the calculation gives 106.194 u.

Geometry as XYZ:
```
16
C3H10N2S (ωB97M-V/def2-TZVPD)
N 3.01903 -0.03180 -0.02697
C 1.76031 0.76248 -0.06181
C 0.42834 0.03672 -0.14235
N 0.14218 -0.40943 -1.55250
C -0.87422 0.71338 0.46956
S -2.24834 -0.51083 0.50444
H 3.82370 0.54219 0.35313
H 2.96836 -0.95469 0.37797
H 1.67154 1.30876 0.89249
H 1.82738 1.39852 -0.93224
H 0.50817 -0.80498 0.57969
H -0.78990 -0.12635 -1.74884
H 0.06032 -1.43452 -1.33285
H -0.67907 1.14129 1.44906
H -1.12648 1.65335 -0.14323
H -2.30561 -0.53713 1.89768
```

=====

Energy relative to the most stable one, in kJ/mol: a 0.0; b 63.4

=====

--- a ---
C3H5NO | ωB97M-V/def2-TZVPD

The HOMO energy is -10.9 eV. As for the structure (SMILES): COCC#N. For the molecular weight, the calculation gives 71.079 u.

Geometry as XYZ:
```
10
C3H5NO (ωB97M-V/def2-TZVPD)
C 0.73780 -1.11135 -0.27292
O 0.77027 0.25757 -0.61706
C -0.04561 1.07066 0.16184
C -1.48944 0.69457 0.16188
N -2.58269 0.31440 0.17965
H 1.70372 -1.51655 -0.57925
H -0.09121 -1.59224 -0.80857
H 0.63675 -1.26317 0.80471
H 0.05524 2.08380 -0.23372
H 0.30516 1.06230 1.20343
```

=====

--- b ---
C3H5NO | ωB97M-V/def2-TZVPD

The HOMO energy is -8.3 eV. For the molecular weight, the calculation gives 71.079 u.

Geometry as XYZ:
```
10
C3H5NO (ωB97M-V/def2-TZVPD)
C -0.04965 0.67386 0.34056
C 0.15132 -0.84770 0.09468
C -0.86268 -0.05905 -0.58399
N -2.59166 0.11869 0.47512
O -3.57453 0.24749 -0.18864
H -0.41191 0.92666 1.32746
H 0.87859 1.32861 0.15344
H 1.13539 -1.07688 -0.45474
H 0.02352 -1.48264 1.01765
H -1.14535 0.13521 -1.69172
```

=====

--- c ---
C3H5NO | ωB97M-V/def2-TZVPD

The HOMO energy is -8.7 eV. As for the structure (SMILES): C=C/N=C/O. For the molecular weight, the calculation gives 71.079 u.

Geometry as XYZ:
```
10
C3H5NO (ωB97M-V/def2-TZVPD)
C -0.52993 -1.20671 0.58983
C -1.13059 0.03908 0.59429
N -0.75480 0.84087 -0.40803
C 0.56416 0.67706 -0.48069
O 1.16359 0.88752 -1.66962
H -0.42419 -1.72439 -0.35669
H -0.56335 -1.85242 1.46324
H -1.65818 0.45779 1.44910
H 1.22349 0.83001 0.37697
H 2.10980 1.05119 -1.55840
```

=====

--- d ---
C3H5NO | ωB97M-V/def2-TZVPD

The HOMO energy is -10.0 eV. As for the structure (SMILES): C=CC(N)=O. For the molecular weight, the calculation gives 71.079 u.

Geometry as XYZ:
```
10
C3H5NO (ωB97M-V/def2-TZVPD)
C 1.81099 0.31411 -0.04373
C 0.68015 -0.40269 0.05105
C -0.56059 0.37596 -0.04136
N -1.74166 -0.32213 0.02968
O -0.62518 1.58487 0.01337
H 2.74497 -0.23424 -0.05569
H 1.46085 1.26171 0.15188
H 0.60774 -1.47969 0.09898
H -1.74111 -1.27809 -0.13946
H -2.63617 0.18019 -0.06471
```

=====

Energy relative to the most stable one, in kJ/mol: a 38.6; b 442.0; c 163.5; d 0.0

=====

--- a ---
C2H3N2O2 | ωB97M-V/def2-TZVPD

The HOMO energy is -14.9 eV. As for the net charge: +1. As for the structure (SMILES): O=N/C=C\[NH+]=O. For the molecular weight, the calculation gives 87.058 u.

Geometry as XYZ:
```
9
C2H3N2O2 (ωB97M-V/def2-TZVPD)
O -2.02523 0.24889 -0.88568
N -1.39342 0.44522 0.00655
C -0.49532 0.74705 0.84574
C 0.59528 -0.00549 0.13946
N 0.66459 -0.98502 -0.70692
O -0.35359 -1.67708 -1.01100
H -0.08423 1.38998 1.82163
H 1.46695 0.47818 0.61547
H 1.62497 -0.64173 -0.82525
```

=====

--- b ---
C2H3N2O2 | ωB97M-V/def2-TZVPD

The HOMO energy (alpha / beta) is -15.3 / -14.9 eV. As for the net charge: +1. For the molecular weight, the calculation gives 87.058 u.

Geometry as XYZ:
```
9
C2H3N2O2 (ωB97M-V/def2-TZVPD)
C 0.44599 -0.77180 1.87083
C -0.79096 0.14247 -1.91321
N 0.27790 -1.89611 2.04036
N 0.14456 -0.03181 -0.99289
O -0.28641 0.97527 -2.64856
O 0.22219 -3.05687 2.16369
H 0.67426 0.34158 1.87161
H -1.86237 -0.08257 -2.07296
H 1.04717 0.11963 -1.24322
```

=====

Energy relative to the most stable one, in kJ/mol: a 102.5; b 0.0

=====

--- a ---
C3H11NOS2 | ωB97M-V/def2-TZVPD

The HOMO energy is -8.4 eV. As for the structure (SMILES): C[C@@H](N)CSS.O. For the molecular weight, the calculation gives 141.261 u.

Geometry as XYZ:
```
18
C3H11NOS2 (ωB97M-V/def2-TZVPD)
C 0.90948 -2.31991 -0.89300
C 0.52345 -1.17650 0.03008
N -0.34225 -1.60468 1.09646
C 1.83344 -0.64815 0.78446
S 2.35601 0.91247 0.07687
S 0.95242 2.22313 1.01725
H 1.45463 -3.07424 -0.33108
H 0.02855 -2.72208 -1.40763
H 1.51505 -1.96724 -1.72808
H 0.16184 -0.34057 -0.58233
H -0.45281 -0.95883 1.86187
H -1.27135 -1.88560 0.79798
H 1.79173 -0.96133 1.82135
H 2.65967 -1.24135 0.36207
H 0.03089 1.43257 1.54394
O -4.17208 5.10286 -1.68375
H -3.33028 4.93934 -1.25885
H -4.64839 4.29012 -1.50761
```

=====

--- b ---
C3H11NOS2 | ωB97M-V/def2-TZVPD

The HOMO energy is -8.2 eV. As for the structure (SMILES): CNCCSS.O. For the molecular weight, the calculation gives 141.261 u.

Geometry as XYZ:
```
18
C3H11NOS2 (ωB97M-V/def2-TZVPD)
C -0.31944 0.28463 2.78010
N -0.36860 -0.56971 1.66883
C -0.47372 0.18106 0.45238
C 1.03000 0.23802 -0.22549
S 1.47806 -1.45249 -0.47772
S 1.29811 -1.76919 -2.51702
H 0.45896 1.05736 2.74847
H -0.10426 -0.27940 3.64918
H -1.31783 0.77434 2.98034
H -1.29967 -0.99520 1.70500
H -1.31362 -0.13275 -0.14525
H -0.60722 1.15460 0.70583
H 1.66841 0.71476 0.54748
H 1.17133 0.74934 -1.23652
H 1.89974 -0.49324 -2.67924
O -1.38264 0.26296 -3.10528
H -0.76444 -0.47266 -2.91987
H -1.05317 0.74758 -3.93123
```

=====

--- c ---
C3H11NOS2 | ωB97M-V/def2-TZVPD

The HOMO energy is -8.8 eV. As for the structure (SMILES): C[C@@H](N)CSS.O. For the molecular weight, the calculation gives 141.261 u.

Geometry as XYZ:
```
18
C3H11NOS2 (ωB97M-V/def2-TZVPD)
C -1.22879 1.37682 0.19555
C -0.82718 0.30842 1.14861
N -1.83805 -0.72620 1.39229
C 0.57940 -0.23189 0.69390
S 1.14546 -1.93804 0.82424
S 1.80216 -2.35031 -1.09020
H -1.29075 1.07955 -0.86250
H -2.26331 1.67489 0.42716
H -0.51381 2.19297 0.13435
H -0.57727 0.66932 2.16237
H -2.69073 -0.23286 1.58142
H -1.65083 -1.35041 2.16512
H 0.73291 -0.04013 -0.36053
H 1.27559 0.49672 1.12614
H 0.70907 -2.97821 -1.56949
O 2.02626 0.80493 -2.29336
H 2.89246 0.42939 -2.46819
H 1.71742 0.81506 -3.20688
```

=====

--- d ---
C3H11NOS2 | ωB97M-V/def2-TZVPD

The HOMO energy is -8.6 eV. As for the structure (SMILES): NCCCSS.O. For the molecular weight, the calculation gives 141.261 u.

Geometry as XYZ:
```
18
C3H11NOS2 (ωB97M-V/def2-TZVPD)
N 1.95765 -0.82063 -2.13979
C 0.86393 -1.09940 -1.23043
C -0.35499 -0.41354 -1.74777
C -1.59814 -0.64421 -0.86379
S -1.45526 0.28158 0.69024
S -3.35204 0.87950 1.08638
H 2.83657 -0.85036 -1.62240
H 1.97483 0.18177 -2.37238
H 0.64338 -2.22131 -1.10634
H 1.06205 -0.80123 -0.21378
H -0.16275 0.65569 -1.93103
H -0.54313 -0.75450 -2.75131
H -2.48782 -0.24843 -1.37659
H -1.80401 -1.64254 -0.53444
H -3.18813 2.20998 1.17353
O 7.14357 0.28049 1.96366
H 7.07746 0.35087 2.92575
H 7.08524 1.22498 1.77146
```

=====

Energy relative to the most stable one, in kJ/mol: a 33.2; b 105.1; c 15.3; d 0.0

=====

--- a ---
C3H11NOS2 | ωB97M-V/def2-TZVPD

The HOMO energy is -8.3 eV. As for the structure (SMILES): CSSCCN.O. For the molecular weight, the calculation gives 141.261 u.

Geometry as XYZ:
```
18
C3H11NOS2 (ωB97M-V/def2-TZVPD)
C -1.11683 -2.58265 -0.24301
S -0.36640 -1.68177 1.10297
S 1.39717 -0.80291 0.30925
C 0.89250 -0.10763 -1.34446
C 0.15771 1.22389 -1.16712
N 0.77254 2.18376 -0.19134
H -2.15600 -2.29724 -0.34643
H -0.98466 -3.65192 -0.05469
H -0.63955 -2.41667 -1.20755
H 1.78698 -0.03197 -1.97250
H 0.33239 -0.92000 -1.79863
H -0.15055 1.77571 -2.04822
H -0.78727 0.88099 -0.71883
H 1.76201 1.99920 -0.31611
H 0.57415 1.76174 0.70333
O -0.09591 1.44379 3.28736
H -1.01775 1.26596 3.49543
H -0.36053 1.95771 2.51057
```

=====

--- b ---
C3H11NOS2 | ωB97M-V/def2-TZVPD

The HOMO energy is -8.8 eV. As for the structure (SMILES): NCCCSS.O. For the molecular weight, the calculation gives 141.261 u.

Geometry as XYZ:
```
18
C3H11NOS2 (ωB97M-V/def2-TZVPD)
N 1.77865 2.64951 0.62004
C 1.78918 1.18668 0.68509
C 0.47053 0.46467 0.37349
C 0.31448 -1.05313 0.96715
S -1.46501 -1.48714 1.23915
S -2.95164 -0.99819 -0.25827
H 1.46561 3.05251 -0.24542
H 1.37930 3.00490 1.44589
H 2.19094 0.84661 1.69253
H 2.41052 0.62687 -0.27281
H 0.26183 0.42732 -0.72458
H -0.40751 0.96033 0.79377
H 0.68710 -0.91404 1.97387
H 0.84679 -1.63474 0.16315
H -2.93893 -1.83117 -1.23217
O 3.71722 1.19317 -3.57213
H 3.59983 1.76158 -2.88146
H 3.53763 1.78377 -4.32444
```

=====

Energy relative to the most stable one, in kJ/mol: a 0.0; b 114.2

=====

--- a ---
C3H5ClS | ωB97M-V/def2-TZVPD

The HOMO energy is -9.3 eV. For the molecular weight, the calculation gives 108.593 u.

Geometry as XYZ:
```
10
C3H5ClS (ωB97M-V/def2-TZVPD)
C -1.73645 -1.64847 0.71778
C -0.94457 -0.57807 0.69278
C 2.14687 0.87962 -0.42446
S 0.81836 1.46648 -1.27443
Cl 3.63825 1.77080 -0.47549
H -1.37306 -2.66881 0.52578
H -2.82604 -1.54907 0.85131
H -1.31014 0.37589 1.02878
H 0.14481 -0.57202 0.42790
H 1.44197 2.52364 -2.06994
```

=====

--- b ---
C3H5ClS | ωB97M-V/def2-TZVPD

The HOMO energy is -8.8 eV. As for the structure (SMILES): CS/C=C\Cl. For the molecular weight, the calculation gives 108.593 u.

Geometry as XYZ:
```
10
C3H5ClS (ωB97M-V/def2-TZVPD)
C 0.61914 1.35677 -0.79282
S -0.46960 -0.05920 -1.42471
C -0.31174 -1.29304 -0.14546
C -0.55894 -1.09590 1.10579
Cl -1.15744 0.44715 1.81254
H 1.16415 0.93550 0.23639
H -0.09154 2.25679 -0.46414
H 1.26890 1.67772 -1.67564
H 0.12830 -2.25128 -0.47410
H -0.59123 -1.97451 1.82215
```

=====

--- c ---
C3H5ClS | ωB97M-V/def2-TZVPD

The HOMO energy is -8.9 eV. As for the structure (SMILES): CC(=S)CCl. For the molecular weight, the calculation gives 108.593 u.

Geometry as XYZ:
```
10
C3H5ClS (ωB97M-V/def2-TZVPD)
C -0.39003 1.81383 0.06269
C -0.57656 0.18203 0.03320
S -1.97477 -0.57421 -0.16928
C 0.58254 -0.52287 0.70958
Cl 1.97719 -0.26286 -0.26512
H -0.10172 2.23196 1.05333
H 0.57343 1.99752 -0.51186
H -1.13998 2.43105 -0.46888
H 0.57621 -0.26283 1.69201
H 0.38056 -1.57961 0.61812
```

=====

--- d ---
C3H5ClS | ωB97M-V/def2-TZVPD

The HOMO energy is -9.2 eV. For the molecular weight, the calculation gives 108.593 u.

Geometry as XYZ:
```
10
C3H5ClS (ωB97M-V/def2-TZVPD)
C -0.37293 -0.58369 0.99031
C 0.49549 0.39386 0.19376
C -0.03457 0.61533 -1.29580
H -1.21521 -1.26216 0.09573
H 0.20609 -1.34424 1.78402
H -1.18902 -0.00083 1.56643
H 0.84467 1.30742 0.70369
H 0.61914 -0.23091 -2.04752
S -1.10640 1.85005 -1.89975
Cl 1.75273 -0.74484 -0.09087
```

=====

Energy relative to the most stable one, in kJ/mol: a 244.2; b 31.5; c 0.0; d 252.7

=====

--- a ---
C6H11N | ωB97M-V/def2-TZVPD

The HOMO energy (alpha / beta) is 0.4 / -2.3 eV. The expectation value of S² is 0.77. As for the net charge: -1. Its spin multiplicity is 2. For the molecular weight, the calculation gives 97.161 u.

Geometry as XYZ:
```
18
C6H11N (ωB97M-V/def2-TZVPD)
C 2.07755 0.78627 -2.16301
N 1.13647 -0.29186 -2.04822
C 0.87308 -0.72317 -0.67463
C -2.53528 0.12466 2.98834
C -2.10447 0.19221 1.65299
C -0.89561 -0.33757 1.15210
C -0.32638 -0.03779 -0.07901
H 1.60793 1.70731 -1.82227
H 2.36647 0.83654 -3.21948
H 2.99855 0.58188 -1.59410
H 1.47739 -1.08290 -2.56707
H 1.72680 -0.53096 0.01057
H 0.82624 -1.83508 -0.68253
H -1.88734 -0.44148 3.65758
H -3.30437 0.79010 3.35858
H -2.75967 0.68501 0.94786
H -0.39187 -0.98767 1.87215
H -0.88549 0.56449 -0.78987
```

=====

--- b ---
C6H11N | ωB97M-V/def2-TZVPD

The HOMO energy (alpha / beta) is -2.2 / -2.1 eV. The expectation value of S² is 0.77. As for the net charge: -1. Its spin multiplicity is 2. For the molecular weight, the calculation gives 97.161 u.

Geometry as XYZ:
```
18
C6H11N (ωB97M-V/def2-TZVPD)
C -1.16833 1.16847 1.54156
C -0.45439 1.22290 0.18077
N 1.56301 3.08013 0.44629
C -0.44024 -1.24576 0.03285
C 0.02076 -0.06284 -0.35980
C 0.37283 -2.87083 -1.68518
C -0.26566 -2.55971 -0.53938
H -1.03993 2.16380 1.97836
H -0.72547 0.42992 2.20561
H -2.24846 0.99909 1.47181
H -1.08582 1.79583 -0.50786
H 0.48495 2.01146 0.38145
H 2.49964 2.71796 0.63263
H 1.54209 4.02059 0.84059
H 0.78820 -0.02113 -1.13797
H 0.60476 -3.91980 -1.82134
H 0.72310 -2.13557 -2.39546
H -0.73464 -3.40729 -0.03927
```

=====

--- c ---
C6H11N | ωB97M-V/def2-TZVPD

The HOMO energy (alpha / beta) is 0.6 / -2.4 eV. The expectation value of S² is 0.75. As for the net charge: -1. Its spin multiplicity is 2. For the molecular weight, the calculation gives 97.161 u.

Geometry as XYZ:
```
18
C6H11N (ωB97M-V/def2-TZVPD)
C 2.48890 0.15009 1.45528
C 1.02519 0.44997 1.15222
N -1.79158 0.15673 0.65681
C -0.87552 -0.27260 -0.37643
C 0.53457 -0.22915 -0.09778
C -1.85133 -0.91885 -2.49727
C -1.15758 0.06891 -1.88113
H 2.93267 0.93203 2.19072
H 3.13602 0.44725 0.57424
H 2.66977 -0.95452 1.72869
H 0.49877 0.10832 2.11298
H 0.86261 1.64410 1.13483
H -1.40827 0.24294 1.58930
H -2.68030 -0.44466 0.64302
H 1.22125 0.12023 -0.99500
H -2.58038 -0.74003 -3.30680
H -1.92309 -1.87568 -1.91322
H -1.10169 1.11491 -2.17047
```

=====

Energy relative to the most stable one, in kJ/mol: a 0.0; b 220.4; c 175.4